Entry A
The following is a quantum chemistry calculation of a 5-piece molecular cluster, C2H12O5 overall, from OMol25.

Summary:
HOMO energy = -9.49 eV
Gap between HOMO and LUMO = 9.64 eV
Structure (SMILES) = C=CO.O.O.O.O
E_LUMO = 0.15 eV

```
19
C2H12O5, DFT ωB97M-V/def2-TZVPD
C -2.0037 -3.7431 -0.7015
C -2.2544 -2.4685 -0.9387
O -2.4175 -1.3451 -0.1921
H -2.3836 -4.5028 -1.2842
H -1.2994 -4.0811 0.0895
H -2.8203 -2.2341 -1.8596
H -2.1274 -1.3745 0.8204
H 3.1048 4.1087 1.5325
H 2.9263 2.9523 2.2213
O 3.0430 3.9128 2.4609
H 1.4604 2.2223 -1.1534
H 0.3774 2.2014 -0.0655
O 0.5685 2.2126 -0.9957
H 1.0257 1.0439 2.0132
H 0.8879 0.4567 0.5683
O 1.3349 1.1408 1.1136
H 0.4644 0.1914 -1.8180
H -0.3785 -0.4302 -0.8090
O 0.4916 -0.2637 -1.0022
```

Per-atom natural (NBO) charges, elementary charge units: -0.520, 0.158, -0.700, 0.215, 0.196, 0.168, 0.487, 0.458, 0.465, -0.923, 0.463, 0.493, -0.968, 0.470, 0.505, -0.991, 0.493, 0.471, -0.938



Entry B
The following is a quantum chemistry calculation of a 5-piece molecular cluster, C2H12O5 overall, from OMol25.

Summary:
HOMO energy = -9.26 eV
Gap between HOMO and LUMO = 9.64 eV
Structure (SMILES) = CC=O.O.O.O.O
E_LUMO = 0.38 eV

```
19
C2H12O5, DFT ωB97M-V/def2-TZVPD
O -0.5729 -0.6658 1.2510
C 0.2641 -0.9491 2.0663
C 0.0916 -0.8448 3.5680
H 1.3041 -0.8231 1.7018
H 1.0141 -1.1474 4.0544
H -0.7753 -1.4212 3.8490
H 0.0243 0.2237 3.7487
H -0.1599 6.1901 0.0812
H -0.4627 6.7656 1.4200
O -0.0792 7.0177 0.5702
H 1.6332 -3.9550 -0.2248
H 1.3075 -4.7169 0.9868
O 1.1910 -3.8288 0.6244
H 0.4984 -0.0172 -1.7428
H 1.0807 -1.3945 -2.0015
O 0.3927 -0.9417 -1.4893
H -2.7551 -0.4298 -6.0776
H -1.6132 0.5684 -5.9222
O -2.3835 0.3697 -6.4636
```

Per-atom natural (NBO) charges, elementary charge units: -0.511, 0.442, -0.718, 0.095, 0.215, 0.234, 0.239, 0.465, 0.465, -0.930, 0.463, 0.463, -0.924, 0.464, 0.457, -0.919, 0.469, 0.467, -0.936



Entry C
The following is a quantum chemistry calculation of a 5-piece molecular cluster, C2H12O5 overall, from OMol25.

Summary:
HOMO energy = -8.28 eV
Gap between HOMO and LUMO = 8.89 eV
Structure (SMILES) = C=CO.O.O.O.O
E_LUMO = 0.61 eV

```
19
C2H12O5, DFT ωB97M-V/def2-TZVPD
C -0.0890 0.7260 -1.3002
C -1.1376 1.5443 -1.0663
O -2.0706 1.3837 -0.1020
H 0.9116 1.0759 -1.5147
H -0.3104 -0.3300 -1.4440
H -1.1304 2.5337 -1.5176
H -2.1180 0.4342 0.1208
H 1.1501 1.0156 2.6289
H 1.0289 1.2747 1.1555
O 1.6583 0.9463 1.8094
H 3.7603 -0.4856 -1.2424
H 3.1782 -1.8991 -0.9555
O 3.0472 -0.9560 -0.8152
H 1.5440 -0.9961 1.3259
H 1.2148 -1.4212 -0.0076
O 0.9318 -1.6159 0.8955
H -4.0546 -1.3631 -0.0173
H -4.0639 -0.7848 1.3644
O -3.4508 -1.0828 0.6825
```

Per-atom natural (NBO) charges, elementary charge units: -0.607, 0.184, -0.679, 0.217, 0.204, 0.165, 0.507, 0.472, 0.483, -0.948, 0.481, 0.481, -0.957, 0.487, 0.468, -0.967, 0.475, 0.476, -0.941



Entry D
The following is a quantum chemistry calculation of a 5-piece molecular cluster, C2H12O5 overall, from OMol25.

Summary:
HOMO energy = -9.85 eV
Gap between HOMO and LUMO = 10.54 eV
Structure (SMILES) = CC=O.O.O.O.O
E_LUMO = 0.69 eV

```
19
C2H12O5, DFT ωB97M-V/def2-TZVPD
O 0.5245 1.1998 0.8137
C -0.5425 0.9434 1.3208
C -1.6564 0.2554 0.5882
H -0.7306 1.2295 2.3676
H -1.5247 0.3790 -0.4841
H -1.7414 -0.7895 0.8567
H -2.5744 0.7681 0.8925
H 0.6661 -1.6034 1.8849
H 0.3341 -1.9653 3.3575
O 0.1850 -1.2959 2.6740
H 1.8726 2.4222 -1.3107
H 0.4742 2.2914 -0.9356
O 1.0254 2.2134 -1.7009
H 1.5534 -0.2814 -3.0089
H 0.3540 0.4131 -2.4785
O 0.5984 -0.3940 -2.9245
H 0.4658 -1.2905 -1.1036
H 0.1481 -2.6766 -0.5068
O 0.5683 -1.8186 -0.3023
```

Per-atom natural (NBO) charges, elementary charge units: -0.583, 0.478, -0.723, 0.121, 0.217, 0.265, 0.219, 0.501, 0.473, -0.969, 0.476, 0.484, -0.958, 0.475, 0.493, -0.960, 0.501, 0.470, -0.982



Most favorable structure: entry D. The second most favorable one is 120.3 kJ/mol above it.



Entry A
The following is a quantum chemistry calculation of one molecule with the formula C3H2N2OS2, from OMol25.

Summary:
HOMO energy = -9.05 eV
Gap between HOMO and LUMO = 7.85 eV
Structure (SMILES) = S=c1cnnc(S)o1
E_LUMO = -1.20 eV

```
10
C3H2N2OS2, DFT ωB97M-V/def2-TZVPD
C -1.0043 0.0030 -0.0640
C 1.1799 1.3739 -0.1601
C 1.2767 -0.0511 -0.0621
H -3.3042 0.2481 0.6283
H 2.1194 2.0212 -0.2427
N -1.1151 1.2857 0.2829
N -0.0475 1.9725 -0.0610
O 0.0689 -0.7171 -0.1937
S -2.6227 -0.8334 -0.0312
S 2.6264 -0.8725 0.1142
```

Per-atom natural (NBO) charges, elementary charge units: 0.453, -0.099, 0.066, 0.197, 0.248, -0.344, -0.148, -0.431, 0.020, 0.038



Entry B
The following is a quantum chemistry calculation of one molecule with the formula C3H2N2OS2, from OMol25.

Summary:
HOMO energy (alpha / beta) = -8.42 / -8.42 eV
Gap between HOMO and LUMO (alpha / beta) = 7.07 / 7.07 eV
E_LUMO (alpha / beta) = -1.35 / -1.35 eV

```
10
C3H2N2OS2, DFT ωB97M-V/def2-TZVPD
C 0.4753 -0.6636 -0.0572
C 0.4490 0.7394 0.2366
C 1.4429 -1.5473 0.1651
N 1.3151 1.5065 0.8348
N 2.4538 1.2781 1.4070
O 2.2660 -2.3049 0.3263
S 3.0144 0.4069 2.5066
S 4.9175 0.9082 2.5045
H -0.1597 -1.1804 -0.7407
H -0.4870 1.3706 0.0299
```

Per-atom natural (NBO) charges, elementary charge units: -0.639, 0.063, 0.786, -0.217, -0.493, -0.390, 0.756, -0.376, 0.283, 0.228



Most favorable structure: entry A. The second most favorable one is 108.6 kJ/mol above it.



Entry A
The following is a quantum chemistry calculation of a 2-piece molecular cluster, C11H18 overall, from OMol25.

Summary:
HOMO energy = -8.87 eV
Gap between HOMO and LUMO = 9.76 eV
Structure (SMILES) = Cc1ccccc1.CC(C)C
E_LUMO = 0.89 eV

```
29
C11H18, DFT ωB97M-V/def2-TZVPD
C 1.8371 1.1603 0.6384
C 3.2766 0.9808 1.2293
C 0.8677 0.8246 1.7991
C 1.4563 2.5275 0.0684
H 1.6560 0.2972 -0.0260
H 3.5845 1.9989 1.5181
H 4.0518 0.6655 0.5429
H 0.8441 1.7366 2.3962
H -0.1375 0.7588 1.3802
H 1.1041 -0.1569 2.2104
H 2.3364 2.9755 -0.4132
H 0.8842 2.2814 -0.8270
H 0.9595 3.1612 0.7762
H 3.2581 0.2254 1.9972
C -2.6711 -2.9625 0.2079
C -0.1024 -0.7499 -1.2141
C -0.7965 0.1856 -1.9792
C -0.7695 -1.4743 -0.2612
C -2.1143 -1.7725 -0.5134
C -2.1938 0.1967 -1.9443
C -2.8162 -0.9117 -1.3505
H 0.9795 -0.7434 -1.2544
H -0.2440 0.8729 -2.6156
H -0.3500 -1.9852 0.5952
H -2.7341 0.8883 -2.5698
H -3.5494 -3.5076 -0.1875
H -2.8091 -2.6251 1.2300
H -3.8583 -1.0802 -1.5846
H -1.9498 -3.7678 0.1509
```

Per-atom natural (NBO) charges, elementary charge units: -0.213, -0.613, -0.607, -0.627, 0.194, 0.204, 0.203, 0.202, 0.207, 0.204, 0.209, 0.220, 0.211, 0.205, -0.643, -0.197, -0.237, -0.213, -0.004, -0.202, -0.229, 0.210, 0.214, 0.210, 0.214, 0.226, 0.224, 0.210, 0.217



Entry B
The following is a quantum chemistry calculation of a 2-piece molecular cluster, C11H18 overall, from OMol25.

Summary:
HOMO energy = -8.88 eV
Gap between HOMO and LUMO = 9.75 eV
Structure (SMILES) = Cc1ccccc1.CC(C)C
E_LUMO = 0.87 eV

```
29
C11H18, DFT ωB97M-V/def2-TZVPD
C -1.3958 -1.9044 -0.8021
C 0.1161 -1.7410 -0.9260
C -2.1842 -0.8416 -1.3841
C -1.9024 -3.2919 -1.1977
H -1.6015 -1.7787 0.2714
H 0.7351 -1.7385 -0.0903
H -3.1964 -0.8866 -0.7584
H -1.7969 0.2066 -1.1994
H -2.4244 -0.7708 -2.4509
H -2.2035 -3.3069 -2.2458
H -1.3065 -4.0049 -0.8547
H -2.9187 -3.3659 -0.6197
H 0.3647 -0.5305 -1.1976
H 0.7135 -2.2278 -1.5290
C 2.5574 -0.1772 1.5021
C 0.6390 1.8916 -0.8211
C -0.2862 2.5676 0.0753
C 1.6577 1.2021 -0.1911
C 1.4024 0.6799 1.0617
C -0.4240 2.0807 1.3550
C 0.3190 1.0444 1.8778
H 0.7543 2.4472 -1.8589
H -0.7072 3.5589 -0.1784
H 2.6527 0.9149 -0.6985
H -0.8716 2.6713 2.3346
H 2.6521 -0.9390 0.8677
H 2.4086 -0.2781 2.5969
H 0.2984 0.4585 2.7736
H 3.4537 0.5088 1.5382
```

Per-atom natural (NBO) charges, elementary charge units: -0.252, -0.605, -0.595, -0.576, 0.197, 0.204, 0.198, 0.220, 0.206, 0.206, 0.201, 0.192, 0.199, 0.198, -0.628, -0.195, -0.247, -0.222, -0.007, -0.206, -0.236, 0.222, 0.228, 0.219, 0.214, 0.214, 0.212, 0.223, 0.217



Most favorable structure: entry A. The second most favorable one is 265.2 kJ/mol above it.



Entry A
The following is a quantum chemistry calculation of a 2-piece molecular cluster, C11H18 overall, from OMol25.

Summary:
HOMO energy = -9.08 eV
Gap between HOMO and LUMO = 10.04 eV
Structure (SMILES) = CCc1ccccc1.CCC
E_LUMO = 0.97 eV

```
29
C11H18, DFT ωB97M-V/def2-TZVPD
C 2.8936 -0.0412 -0.0649
C 3.4882 0.7966 1.0939
C 1.5276 0.4818 -0.4519
C 0.5250 0.6281 0.5046
C 1.2808 0.8812 -1.7538
C -0.6094 1.3533 0.2305
C 0.0952 1.5792 -2.0364
C -0.8309 1.8458 -1.0589
H 3.5762 0.0402 -0.9162
H 2.8180 -1.1183 0.1087
H 3.3161 1.8282 0.8101
H 0.7639 0.2667 1.4956
H 1.9763 0.7970 -2.5770
H -1.4537 1.4292 0.8986
H 0.0579 1.8677 -3.0624
H -1.6824 2.4771 -1.2587
H 4.5549 0.6093 1.1842
H 2.9615 0.5490 2.0088
C -2.1588 -1.6750 0.8211
C -2.1387 -2.9042 1.6890
C -3.4349 -1.4657 -0.0351
H -2.0262 -0.7273 1.3582
H -1.3097 -1.5607 0.1454
H -1.2099 -2.9081 2.2706
H -4.2304 -1.1298 0.6227
H -3.1815 -0.8574 -0.9010
H -3.7126 -2.4343 -0.4689
H -2.9720 -3.0397 2.3765
H -2.0989 -3.7947 1.0648
```

Per-atom natural (NBO) charges, elementary charge units: -0.419, -0.598, 0.002, -0.236, -0.219, -0.191, -0.201, -0.233, 0.204, 0.211, 0.211, 0.211, 0.210, 0.212, 0.209, 0.214, 0.211, 0.203, -0.399, -0.612, -0.610, 0.188, 0.205, 0.208, 0.202, 0.214, 0.195, 0.206, 0.202



Entry B
The following is a quantum chemistry calculation of a 2-piece molecular cluster, C11H18 overall, from OMol25.

Summary:
HOMO energy = -8.97 eV
Gap between HOMO and LUMO = 9.93 eV
Structure (SMILES) = Cc1ccccc1.CC(C)C
E_LUMO = 0.96 eV

```
29
C11H18, DFT ωB97M-V/def2-TZVPD
C -2.2568 2.5346 -0.4608
C -0.2768 1.3743 0.3523
C -1.4388 2.0262 0.6924
C 0.7716 1.2855 1.3544
C 0.4955 1.4760 2.6927
C -1.7641 2.2077 2.0377
C -0.8215 1.9224 2.9943
H -0.2079 0.9723 -0.6338
H 1.7951 1.0345 1.0794
H -2.2749 1.9219 -1.3494
H -1.9129 3.5296 -0.6744
H 1.2315 1.3893 3.4631
H -2.7196 2.6031 2.3310
H -1.1425 1.9944 4.0317
H -3.3542 2.6459 -0.2808
C 0.7690 -2.0772 -1.0142
C 1.7418 -3.2700 -0.8850
C 1.5720 -0.7352 -1.0459
C -0.2738 -2.1540 -2.1271
H 0.2421 -2.1093 -0.0563
H 1.7770 -3.6920 0.1253
H 1.5515 -0.2700 -0.0651
H 2.6449 -0.7861 -1.2350
H 1.1260 -0.0831 -1.7661
H -0.3734 -3.2391 -2.3319
H -1.2560 -1.8846 -1.7664
H 0.0321 -1.5938 -3.0223
H 2.8002 -2.9095 -0.9305
H 1.5230 -4.1138 -1.5092
```

Per-atom natural (NBO) charges, elementary charge units: -0.635, -0.221, 0.000, -0.199, -0.240, -0.234, -0.189, 0.217, 0.210, 0.219, 0.223, 0.218, 0.214, 0.206, 0.211, -0.231, -0.610, -0.609, -0.609, 0.199, 0.207, 0.215, 0.204, 0.196, 0.206, 0.213, 0.206, 0.204, 0.207



Most favorable structure: entry A. The second most favorable one is 83.4 kJ/mol above it.